{"formula": "C16H24F2N9O4RbS2", "method": "ωB97M-V with the def2-TZVPD basis set", "e_homo_ev": -10.282, "lumo_energy_ha": 0.0118, "species": ["Rb", "N", "S", "O", "O", "F", "S", "O", "O", "F", "C", "C", "N", "H", "H", "H", "C", "C", "N", "H", "H", "H", "C", "C", "N", "H", "H", "H", "C", "C", "N", "H", "H", "H", "C", "C", "N", "H", "H", "H", "C", "C", "N", "H", "H", "H", "C", "C", "N", "H", "H", "H", "C", "C", "N", "H", "H", "H"], "coordinates": [[-0.70615, 0.80129, -0.37261], [0.57478, -2.42657, 0.41227], [-0.00834, -3.81590, 0.11469], [0.39654, -4.84727, 0.96525], [-0.17497, -3.96123, -1.27463], [-1.54242, -3.66166, 0.59229], [0.72843, -1.75852, 1.71718], [1.31130, -2.53191, 2.80824], [-0.37850, -0.94133, 2.16736], [1.87067, -0.61653, 1.30088], [-2.29319, -2.79711, -3.63561], [-2.42459, -1.47615, -2.99849], [-2.69525, -0.54374, -2.37540], [-1.48590, -2.72151, -4.32792], [-3.14550, -3.15330, -4.20020], [-2.09753, -3.46959, -2.79982], [2.27085, 4.77143, 0.81372], [1.31537, 5.70945, 0.27142], [0.58121, 6.54001, -0.07722], [3.00925, 5.28332, 1.43206], [2.79379, 4.16664, 0.06089], [1.73382, 4.10521, 1.46971], [-2.62245, 5.88223, -1.48086], [-2.49740, 4.40536, -1.60293], [-2.49990, 3.30385, -1.81847], [-3.57966, 6.21324, -1.88552], [-1.79147, 6.34096, -2.02027], [-2.69131, 6.08083, -0.39114], [1.15540, 0.53815, 4.59591], [0.68343, 1.24838, 3.42777], [0.17459, 1.86937, 2.58448], [1.27873, 1.31621, 5.31856], [2.10634, 0.00491, 4.44247], [0.40683, -0.29073, 4.77911], [3.32693, -4.73179, 2.72992], [3.63068, -4.40627, 1.37322], [3.74285, -3.99294, 0.28917], [3.11403, -3.85348, 3.40209], [4.23789, -5.26557, 3.12146], [2.50115, -5.35047, 2.72626], [-4.03613, -1.71393, 2.42418], [-3.59446, -0.49211, 1.69761], [-3.43302, 0.39946, 0.96100], [-4.83261, -2.12521, 1.80191], [-4.45714, -1.45727, 3.43481], [-3.19888, -2.42392, 2.50423], [3.04755, -1.77745, -2.08086], [1.87647, -1.09234, -2.44101], [0.93453, -0.63425, -2.82564], [3.11457, -2.86315, -2.22671], [3.17076, -1.59291, -1.04023], [3.85778, -1.27750, -2.67799], [-0.78505, 2.40282, -3.94679], [0.17724, 2.82340, -2.82361], [0.96949, 2.83590, -1.95014], [-0.29393, 1.78282, -4.66694], [-1.20486, 3.28635, -4.35652], [-1.62264, 1.95200, -3.44259]]}